(1)
{"formula": "C6H8N2O", "method": "wB97M-V/def2-TZVPD", "species": ["C", "C", "C", "C", "C", "C", "H", "H", "H", "H", "H", "H", "H", "H", "N", "N", "O"], "coordinates": [[1.230, 1.301, 1.028], [0.233, 0.183, 1.208], [0.842, -1.118, 0.388], [-0.237, -0.627, -0.762], [-2.024, 0.113, -1.874], [-2.206, 0.379, -0.534], [0.959, 2.371, 1.147], [1.649, 1.237, -0.079], [2.051, 1.218, 1.610], [-0.027, 0.057, 2.249], [0.210, -2.089, 0.724], [2.727, -2.552, -0.528], [-2.643, 0.423, -2.670], [-3.200, 0.592, 0.164], [-0.764, -0.589, -2.035], [-0.930, 0.190, 0.138], [2.129, -1.089, -0.174]], "forces_ev_per_angstrom": [[-1.342, 1.535, -4.704], [-0.032, -0.616, -1.667], [-3.840, -0.423, -3.207], [-1.219, 2.288, -0.699], [2.763, -1.535, 2.820], [-1.651, 2.000, 3.043], [-0.755, -0.806, 0.051], [-0.900, 0.188, 2.158], [2.630, -0.922, 2.186], [-0.519, -0.341, 0.102], [2.513, 1.743, -0.279], [-2.176, 4.629, 1.392], [-0.537, -0.308, -0.723], [2.951, 0.008, -2.347], [0.132, 0.069, 2.656], [0.470, -2.784, -1.307], [1.512, -4.726, 0.525]], "lowdin_charge": [-0.07, -0.16, -0.27, -0.26, -0.16, -0.10, 0.09, 0.13, 0.03, 0.12, 0.18, 0.37, 0.07, 0.15, 0.06, 0.00, -0.18], "charge": 0, "homo_lumo_gap_ev": 6.587, "de_lowest_kcal_mol": 184.8, "homo_energy_ev": -8.3}

(2)
{"formula": "C6H8N2O2", "method": "wB97M-V/def2-TZVPD", "species": ["O", "C", "C", "C", "N", "C", "O", "N", "H", "H", "H", "H", "C", "C", "H", "H", "H", "H"], "coordinates": [[1.630, -1.990, -0.627], [1.159, -1.059, -0.090], [1.832, 0.179, 0.051], [1.243, 1.266, 0.663], [-0.237, 1.232, 0.959], [-0.811, -0.096, 1.171], [-1.811, -0.508, 1.782], [-0.147, -1.110, 0.427], [3.078, -0.111, 0.070], [1.875, 2.207, 0.820], [-0.734, 2.024, 1.488], [-0.764, -1.926, 0.407], [-1.754, 1.029, -1.589], [-0.701, 0.861, -2.468], [-2.413, 0.115, -1.401], [-2.237, 1.951, -1.512], [-0.257, -0.082, -2.358], [-0.227, 1.867, -2.890]], "forces_ev_per_angstrom": [[1.466, -3.054, -1.530], [-3.037, 0.720, 0.706], [3.440, 1.683, 2.577], [-0.836, -0.512, -0.754], [0.983, -0.589, 1.617], [-0.323, -1.324, -0.647], [1.841, 2.711, -0.917], [-0.537, 1.641, 0.826], [-3.758, 1.788, -0.466], [-1.605, -1.310, 0.071], [1.467, -1.776, -1.077], [0.970, 0.018, -0.137], [0.521, -2.796, -3.320], [-1.599, 4.026, 2.433], [1.312, 1.229, 0.603], [-0.658, 1.430, 0.352], [0.968, -1.144, -1.116], [-0.616, -2.744, 0.779]], "lowdin_charge": [0.10, -0.58, -0.04, -0.03, 0.09, -0.46, 0.04, 0.18, 0.20, 0.13, 0.17, 0.17, -0.10, -0.06, 0.08, 0.01, 0.01, 0.10], "smiles": "O=c1cc[nH]c(=O)[nH]1.C=C", "charge": 0, "homo_lumo_gap_ev": 9.915, "de_lowest_kcal_mol": 70.9, "homo_energy_ev": -9.6}

(3)
{"formula": "C6H8N2S", "method": "wB97M-V/def2-TZVPD", "species": ["H", "N", "C", "N", "C", "C", "S", "C", "C", "C", "H", "H", "H", "H", "H", "H", "H"], "coordinates": [[-1.311, 3.190, 1.263], [-1.050, 2.367, 1.822], [-0.811, 1.162, 1.383], [-1.050, 0.957, 0.065], [-0.921, -0.406, -0.259], [-0.502, -1.106, 0.818], [-0.323, -0.247, 2.342], [0.082, -2.532, 0.342], [-0.269, -2.594, -1.193], [-0.642, -1.082, -1.603], [-1.329, 1.715, -0.613], [1.140, -2.760, 0.643], [-0.438, -3.303, 0.890], [-1.183, -3.288, -1.420], [0.646, -2.933, -1.712], [-1.483, -0.956, -2.321], [0.269, -0.679, -2.038]], "forces_ev_per_angstrom": [[0.149, -1.385, -0.308], [1.121, -1.362, 2.138], [-1.755, 6.185, 0.438], [-0.275, -1.857, -2.865], [1.590, -0.130, 0.500], [1.020, -3.023, -1.898], [-0.439, 0.439, -1.613], [-0.953, 1.042, 1.010], [-1.170, 0.351, 0.262], [-0.271, -0.708, 0.739], [0.450, -1.383, 1.626], [-0.640, 0.890, -0.704], [-0.444, -0.399, 0.070], [1.890, 1.143, 0.530], [-0.813, 0.077, -0.147], [0.611, -0.381, 0.380], [-0.071, 0.502, -0.159]], "lowdin_charge": [0.03, 0.02, -0.74, 0.04, -0.29, -0.48, 1.04, -0.16, -0.16, -0.11, 0.19, 0.11, 0.08, 0.13, 0.10, 0.11, 0.10], "smiles": "[H]/N=c1\\[nH]c2c(s1)CCC2", "charge": 0, "homo_lumo_gap_ev": 8.186, "de_lowest_kcal_mol": 35.2, "homo_energy_ev": -7.5}

(4)
{"formula": "C6H8N2S3", "method": "wB97M-V/def2-TZVPD", "species": ["C", "N", "C", "C", "S", "S", "C", "N", "C", "C", "S", "H", "H", "H", "H", "H", "H", "H", "H"], "coordinates": [[1.616, 1.525, -0.396], [0.546, 1.314, 0.516], [0.576, 0.285, 1.522], [-0.467, 2.041, 0.110], [-0.437, 3.111, -1.076], [-2.074, 1.793, 0.999], [-2.581, 0.404, 0.128], [-1.891, -0.216, -0.760], [-2.622, -1.205, -1.276], [-3.877, -1.502, -0.760], [-4.237, -0.170, 0.383], [1.362, 1.245, -1.435], [1.967, 2.530, -0.221], [2.509, 0.841, -0.092], [0.145, -0.768, 1.119], [1.646, 0.078, 1.850], [-0.054, 0.525, 2.360], [-1.880, -1.647, -1.977], [-4.635, -2.193, -0.993]], "forces_ev_per_angstrom": [[3.859, -2.614, 0.685], [0.103, -0.418, -0.237], [0.264, -3.128, -0.582], [-2.461, -0.299, 1.510], [-0.537, 1.442, -1.210], [0.780, 0.640, 0.428], [-1.422, 0.385, 0.576], [-0.053, 1.561, 1.280], [0.215, -2.642, -1.112], [2.008, 2.690, 0.103], [1.323, -0.993, -0.789], [0.053, 0.605, 0.524], [0.190, 0.409, -0.804], [-1.488, 0.958, -0.381], [0.987, 2.332, 0.605], [-1.445, 0.516, -0.410], [-0.028, 0.315, 0.313], [-1.898, -1.016, -0.096], [-0.447, -0.745, -0.404]], "lowdin_charge": [-0.17, -0.29, -0.08, -1.11, 0.71, 0.89, -0.98, -0.03, -0.27, -0.33, 0.95, 0.09, 0.07, 0.12, 0.13, 0.10, 0.05, 0.12, 0.04], "smiles": "CN(C)C(=S)Sc1nccs1", "charge": 0, "homo_lumo_gap_ev": 8.494, "de_lowest_kcal_mol": 36.5, "homo_energy_ev": -7.9}

(5)
{"formula": "C6H8N3O", "method": "wB97M-V/def2-TZVPD", "species": ["C", "C", "C", "C", "C", "C", "N", "N", "N", "O", "H", "H", "H", "H", "H", "H", "H", "H"], "coordinates": [[-2.106, 1.583, 0.056], [0.152, 0.858, 0.120], [2.618, 0.337, 0.107], [3.703, 1.321, -0.069], [-2.396, -1.875, -0.615], [-2.093, -1.334, 0.666], [-3.071, 2.190, -0.035], [1.332, 0.947, 0.082], [-1.071, 0.793, 0.174], [2.649, -0.843, 0.254], [3.797, 1.556, -1.132], [4.644, 0.895, 0.272], [3.485, 2.248, 0.458], [-3.076, -1.259, -1.209], [-1.529, -2.226, -1.175], [-2.996, -2.779, -0.380], [-1.201, -1.634, 1.206], [-2.840, -0.776, 1.219]], "forces_ev_per_angstrom": [[0.155, 0.548, -0.149], [2.198, 0.943, -0.189], [0.422, -0.432, 0.057], [0.590, -0.011, -0.016], [0.154, 0.068, -0.680], [0.437, 0.656, 0.031], [-0.812, 0.409, -0.061], [-2.147, -0.023, 0.057], [-0.924, -2.193, 0.473], [0.229, 0.094, -0.008], [-0.053, 0.001, -0.019], [-0.030, 0.011, -0.021], [-0.037, -0.021, 0.028], [0.009, 0.010, 0.094], [-0.084, 0.024, 0.081], [-0.062, -0.086, 0.227], [-0.026, -0.061, 0.049], [-0.018, 0.064, 0.047]], "lowdin_charge": [-0.32, -0.07, -0.47, 0.02, -0.07, 0.21, 0.20, 0.28, 0.12, 0.17, 0.11, 0.10, 0.10, 0.12, 0.11, 0.16, 0.11, 0.11], "charge": 1, "homo_lumo_gap_ev": [7.777, 7.776], "de_lowest_kcal_mol": 108.4, "homo_energy_ev": [-14.5, -14.5]}

(6)
{"formula": "C6H8N4O", "method": "wB97M-V/def2-TZVPD", "species": ["N", "C", "C", "C", "N", "C", "C", "C", "N", "N", "O", "H", "H", "H", "H", "H", "H", "H", "H"], "coordinates": [[-4.259, 0.601, 0.135], [-3.163, 0.226, -0.162], [-1.766, -0.070, -0.540], [-0.860, -0.536, 0.699], [0.497, -0.848, 0.253], [1.637, -0.166, 0.688], [2.089, 0.870, -0.295], [1.076, 1.906, -0.474], [0.225, 2.683, -0.470], [0.806, -1.979, -0.413], [-0.147, -2.675, -0.744], [-1.769, -0.834, -1.344], [-1.380, 0.834, -1.004], [-0.888, 0.257, 1.445], [-1.339, -1.427, 1.053], [1.498, 0.340, 1.625], [2.431, -0.914, 0.787], [2.311, 0.379, -1.246], [3.002, 1.351, 0.006]], "forces_ev_per_angstrom": [[4.711, -1.825, -1.241], [-4.059, 1.733, 1.307], [0.147, -0.548, 0.094], [-1.071, 0.572, -2.117], [-1.596, -1.251, -0.150], [1.718, 0.335, 0.547], [0.224, 0.356, -1.289], [-0.557, 0.447, 0.204], [0.487, -0.365, -0.165], [-1.483, -0.445, -0.114], [0.954, 0.931, 0.466], [0.014, 0.198, 0.676], [0.148, 0.143, 0.194], [0.404, -0.186, -0.018], [-0.017, -0.570, 0.488], [-0.342, -0.154, 0.683], [-0.022, 0.271, 0.162], [-0.152, 0.147, -0.068], [0.493, 0.210, 0.339]], "lowdin_charge": [0.13, -0.20, -0.15, -0.10, -0.16, -0.21, -0.15, -0.21, 0.17, -0.02, -0.04, 0.11, 0.08, 0.13, 0.11, 0.13, 0.13, 0.13, 0.12], "smiles": "N#CCCN(CCC#N)N=O", "charge": 0, "homo_lumo_gap_ev": 10.318, "de_lowest_kcal_mol": 66.8, "homo_energy_ev": -10.2}